96
Properties=species:S:1:pos:R:3:forces:R:3:lowdin_charge:R:1 method="wB97M-V/def2-TZVPD" homo_energy_ev=-4.20 orbital_gap_ev=6.490 total_charge=-1 energy_ev=-57308.54163 multiplicity=1
H 4.30437 -2.06945 6.72597 0.00 0.03 -0.02 0.071
C 0.95633 2.27325 -0.28605 0.43 -0.12 -0.06 -0.187
H 4.61390 1.53963 5.74783 -0.02 0.01 -0.02 0.128
H 0.34602 -5.14265 -4.20619 0.01 0.02 -0.01 0.118
B 3.17937 2.49395 1.46417 -0.07 0.28 -0.04 -0.513
B 2.53735 2.72331 -0.10762 -0.15 -0.33 0.31 -0.611
H 4.73799 0.96154 1.02798 0.07 0.06 -0.02 0.051
H -2.08416 -3.65148 -4.82309 0.00 -0.02 0.00 0.067
H -1.93649 -1.64189 -2.85427 -0.05 -0.05 -0.05 0.123
H -1.96652 -3.51238 -8.53778 0.00 0.00 0.00 0.085
C -6.00337 2.96237 -0.12398 -0.02 -0.02 0.01 -0.120
C 0.04876 0.49988 1.26737 0.10 -0.04 0.03 -0.058
C -3.63716 -1.41024 -4.60336 0.00 0.01 -0.02 -0.122
H -0.88864 -2.70750 -7.37854 -0.01 0.01 0.01 0.089
H -6.35343 4.22639 -2.16269 0.04 0.00 0.00 0.120
H -6.13400 2.19678 0.63911 0.01 0.00 0.00 0.087
H -3.17496 1.56720 -0.79875 -0.04 0.01 -0.04 0.079
N -3.77727 3.72465 -2.60906 -0.04 -0.11 0.04 -0.047
O 4.00825 -0.05488 4.70109 0.08 -0.23 0.16 -0.194
H 1.64015 3.07896 2.54191 0.01 0.63 -0.33 0.063
H 0.34250 2.82042 0.44646 -0.12 0.03 -0.14 0.082
N -1.25184 -3.81697 -4.27274 -0.02 0.08 -0.10 -0.050
H -0.09037 -0.57216 1.44693 -0.01 0.00 -0.03 0.075
H 2.40632 -0.75421 7.68255 -0.02 0.00 0.05 0.108
H 0.61160 2.57280 -1.27965 -0.10 0.03 0.05 0.078
H -0.00818 -2.29706 -5.11283 0.06 0.05 0.05 0.108
C 4.94783 -0.16421 6.97452 0.10 -0.04 0.05 -0.200
C 2.99444 -1.02530 4.57575 -0.05 0.08 -0.11 -0.092
H 2.69085 -1.03806 3.52822 -0.01 0.00 0.01 0.084
O -1.03068 -4.78121 -7.26391 -0.05 0.02 0.04 -0.183
H 5.33891 2.33593 1.97406 0.00 -0.03 -0.04 0.059
H -2.49976 4.00564 -4.22840 -0.01 -0.02 -0.01 0.119
H 3.89633 -4.17262 6.59583 0.01 0.00 0.03 0.079
H 3.05426 -5.15840 7.81074 0.00 -0.01 -0.01 0.085
C 2.60685 -2.68089 8.54768 -0.04 0.01 0.11 -0.222
C -1.61395 -3.51615 -7.50615 0.01 -0.02 -0.07 -0.103
H 0.58900 -5.69225 -6.49863 0.00 0.01 -0.02 0.118
H 5.91572 -0.37491 6.51360 0.01 0.02 0.02 0.119
H -2.46981 -3.31877 -6.85416 0.03 0.03 0.02 0.071
H 3.26590 2.21265 -0.93616 -0.02 0.13 -0.08 0.066
H 2.00624 -0.53270 0.51171 0.06 0.15 -0.03 0.068
O -6.10591 2.32179 -1.37691 0.03 0.01 0.02 -0.195
C 3.17709 -1.31678 8.22749 0.04 0.01 -0.08 -0.223
H 3.36499 -0.78983 9.16921 0.00 0.03 -0.01 0.122
H -3.49822 0.50185 -2.18638 -0.02 0.05 0.00 0.071
C -2.71974 0.87073 -1.51139 0.10 -0.02 0.13 -0.102
C -1.38892 -1.41570 -3.77403 0.17 0.05 -0.03 -0.201
H 2.35980 -4.95910 6.18858 0.00 0.01 -0.01 0.088
H -5.06043 3.69901 -4.24639 0.02 -0.02 -0.02 0.123
C 2.91100 -4.45683 6.98166 -0.03 -0.02 0.00 -0.121
H -1.73136 4.06487 -2.65080 0.01 0.00 -0.02 0.127
H -2.32816 0.03058 -0.93421 0.01 0.00 -0.02 0.085
H -0.07087 0.47551 -0.85368 0.17 -0.12 -0.01 0.098
H -5.02979 3.44150 0.02487 -0.02 0.03 -0.01 0.081
H -0.76734 -0.54004 -3.58332 -0.03 0.02 0.03 0.121
C 4.48228 1.66513 1.82229 0.00 0.11 0.08 -0.031
O 2.59882 3.09681 2.60582 -0.02 -0.81 0.32 0.041
H 5.13867 0.50324 7.82248 -0.03 0.00 0.00 0.115
O 2.43530 5.17429 -1.83162 -0.08 0.04 -0.05 -0.557
C -2.47504 3.52790 -3.24290 0.01 0.11 0.05 -0.183
P 2.55531 4.62286 -0.43273 0.06 -0.05 -0.32 0.642
N 4.42913 -1.42548 7.49668 -0.08 -0.06 -0.08 -0.053
H 0.64968 -3.93577 -6.40840 -0.05 0.03 0.03 0.111
C -0.49974 -2.57188 -4.16948 -0.04 -0.08 -0.02 -0.203
O 1.81410 -0.06598 -0.30680 -0.08 -0.17 -0.01 -0.053
H -3.81878 -2.49213 -4.62394 0.00 0.00 0.03 0.077
C -0.00921 -4.80332 -6.28230 0.11 -0.06 -0.02 -0.229
H -3.98981 -1.02763 -3.64050 -0.01 -0.01 0.00 0.071
H -2.66395 1.47847 -4.01195 -0.07 0.01 0.08 0.103
C -0.51524 -4.93226 -4.84982 -0.07 -0.05 0.09 -0.207
H 3.35290 -3.29460 9.06364 0.03 0.02 -0.02 0.120
C 0.66583 0.77212 -0.10051 -0.28 0.17 0.13 -0.439
C -6.16546 3.19981 -2.49402 -0.08 0.02 -0.08 -0.221
C 4.11039 0.59104 5.95012 -0.02 0.18 -0.03 -0.221
H 3.67390 5.22389 0.22302 -0.04 -0.03 0.12 -0.023
C -4.89942 3.13782 -3.31941 0.08 -0.02 0.05 -0.224
O -1.64110 1.44606 -2.21112 -0.32 -0.01 -0.09 -0.205
O 2.14369 -3.34266 7.37884 0.03 0.00 -0.03 -0.192
H -3.74326 3.34463 -1.67240 0.02 0.02 0.00 0.070
O -2.28768 -1.08067 -4.83426 -0.08 -0.05 0.04 -0.195
H -4.73682 2.08530 -3.59646 -0.04 0.01 -0.04 0.104
C -1.97797 2.09972 -3.42188 0.20 0.05 -0.15 -0.212
H -7.00919 2.88139 -3.11338 -0.01 0.00 0.02 0.118
H -1.16301 -5.81229 -4.80975 0.02 -0.01 0.01 0.116
H 0.27884 -2.68736 -3.40984 0.01 -0.01 -0.02 0.130
H -4.22234 -0.94701 -5.39762 0.00 -0.01 0.00 0.089
H 2.12180 -0.78037 5.18982 0.00 -0.02 0.00 0.091
H 0.68228 0.90249 2.06601 0.02 -0.01 -0.03 0.074
H 1.52513 5.17341 0.39504 0.08 0.03 0.18 -0.018
H 3.34031 -2.03140 4.83885 -0.02 0.01 0.05 0.073
H -1.04602 2.15552 -3.99002 0.01 -0.01 0.03 0.132
H 1.74841 -2.55642 9.21397 0.00 -0.02 -0.01 0.119
H -0.92720 0.98433 1.33406 0.00 0.01 0.04 0.073
H -6.78366 3.72102 0.00032 0.00 0.00 0.01 0.085
H 4.33384 1.12437 2.76387 0.10 0.05 -0.09 0.030
H 3.11104 0.84072 6.32946 0.00 -0.07 0.02 0.114

=====

115
Properties=species:S:1:pos:R:3:forces:R:3:lowdin_charge:R:1 method="wB97M-V/def2-TZVPD" homo_energy_ev=-9.99 orbital_gap_ev=7.725 total_charge=+1 energy_ev=-150949.45873 multiplicity=1
C -0.28764 -1.69883 -4.42177 -1.50 -1.37 1.17 -0.315
O 1.87851 0.84751 0.27183 6.33 5.08 3.14 -0.173
C -0.49957 1.44751 -4.54332 0.73 -1.08 -0.33 -0.060
H -4.69855 4.82094 -4.43363 0.63 0.03 -0.10 0.090
H 4.10181 3.16604 3.56562 0.12 -0.01 -0.33 0.082
H -0.86627 -1.09548 -0.23319 1.36 1.70 0.15 0.039
H 4.63254 1.62613 1.53412 -0.04 0.14 0.08 0.104
H 3.72735 0.91818 2.88668 -0.07 -0.59 -0.40 0.103
H -2.19382 -2.52272 -3.72429 0.29 -0.34 0.02 0.074
H 4.04466 -2.81061 2.36980 0.14 0.12 -0.57 0.076
C 1.52320 -3.81314 -0.34970 0.77 0.66 0.43 -0.101
H 2.01969 -6.24225 -1.21668 -0.11 0.52 0.56 0.106
O 3.00391 -4.78533 -2.27845 1.48 5.57 0.05 -0.245
C 4.93264 2.46051 3.55923 0.91 -0.76 -0.19 -0.047
H -2.40144 -1.30740 -0.81031 -0.28 0.61 -0.28 0.063
H -0.18708 2.46171 -4.29463 0.55 -0.22 -0.25 0.040
H -0.77099 -5.34472 4.78251 -0.31 0.11 0.12 0.080
H -7.01680 1.13758 5.42360 0.68 0.08 0.06 0.089
C 0.65232 -1.59025 3.64011 1.20 -0.83 0.24 -0.258
C 4.69916 1.29805 2.57144 -0.97 1.35 0.62 -0.297
H 0.63260 -5.88559 -3.05892 -0.21 -0.37 0.24 0.079
C -3.27250 3.53350 -3.39029 1.15 0.86 -0.69 -0.271
H -0.79468 0.95452 -3.61705 0.14 -0.06 -0.05 0.049
O -3.02497 2.35720 3.32680 -0.27 0.50 0.19 -0.264
O 1.95065 0.24948 -4.30398 -0.50 -0.05 -0.21 -0.418
H -1.33233 -2.54403 -0.94654 0.19 -0.21 0.10 0.120
O 2.07489 2.76491 -2.39595 -0.29 1.31 0.43 -0.401
H 2.32482 8.52667 -2.64307 -0.06 -0.05 -0.14 0.079
C 4.06615 -1.72218 2.42426 0.74 0.52 -0.25 -0.092
S 5.58791 -1.00108 1.68062 0.90 -0.69 2.18 0.729
O 4.18824 -4.39106 -0.04468 -1.57 1.39 -1.68 -0.269
O 1.02334 -0.53661 -0.95565 0.25 -3.94 -4.68 -0.213
H 0.83174 6.58410 -1.74283 0.10 0.09 0.01 0.112
H 0.01682 3.38928 -0.21414 0.23 -0.29 0.22 0.046
H -2.24974 -0.96945 -4.41158 -0.39 0.06 -0.40 0.064
H 4.07973 -1.46519 3.48344 0.13 0.18 -0.09 0.078
O -3.18996 0.04832 -1.56430 -0.96 2.30 -1.32 -0.328
H -0.13264 -1.08246 -3.53624 0.35 -0.12 0.13 0.086
H 1.23537 -4.74482 0.13734 0.51 -0.22 -0.48 0.062
H -1.67418 2.35889 -0.66064 -0.15 -0.54 -0.58 0.036
O -4.45746 0.62710 2.23327 1.38 0.35 1.59 -0.294
S 1.33885 3.96939 -2.03376 -0.99 1.77 -0.03 0.702
O -0.23815 -2.68302 4.00942 -0.86 -2.02 -1.52 -0.279
C 0.92045 3.99757 -0.25361 -0.42 -0.72 -1.09 -0.071
H -2.57369 -1.08811 3.40818 -0.18 0.00 0.10 0.063
H -2.09937 -2.38043 -5.49424 0.23 0.00 0.04 0.091
H 1.27048 0.20819 4.76569 0.86 -0.37 0.01 0.089
H -2.92724 4.23579 -2.63155 -0.67 -0.13 0.55 0.116
S -3.63093 1.07385 3.35796 -0.97 -1.49 0.26 0.651
O 6.73870 -1.88803 1.93435 -2.58 2.51 -0.87 -0.261
H 1.53057 -2.12424 3.27730 0.44 0.39 0.00 0.077
C 2.57059 7.48405 -2.84467 -0.92 -0.87 0.99 -0.040
H -5.43198 3.70215 -3.38426 0.07 -0.21 0.19 0.072
C -2.29199 -0.09206 3.74967 -0.56 -0.39 -0.59 -0.104
H -2.75499 1.94784 0.58603 -0.72 -0.10 -0.21 0.046
Ba 3.58315 0.26936 -1.78512 -2.01 0.05 0.71 2.011
O -4.52983 0.94820 4.74026 3.62 2.12 -2.39 -0.259
O -3.00008 2.17256 -3.00000 -0.65 -1.96 0.93 -0.299
H 1.38812 -1.44133 5.70779 0.67 0.37 -0.31 0.091
S -0.27742 -4.02984 2.94782 -1.25 1.71 0.28 0.704
H 0.88646 -3.54866 -1.19393 0.13 0.07 0.15 0.067
C -1.77888 -1.94289 -4.54875 -0.59 0.99 0.28 -0.056
H -2.09875 -0.12776 4.82181 -0.18 0.33 -0.15 0.072
H -5.10526 -0.47660 5.91317 -0.18 -0.41 0.10 0.126
O 1.23453 0.75564 -6.67993 -0.47 -0.02 3.02 -0.286
C -5.30428 -0.18153 4.88292 -1.72 -0.58 1.79 -0.329
O -5.15535 1.71086 -1.68198 4.31 -0.91 0.03 -0.291
C 1.92127 6.55292 -1.75024 1.55 0.87 -0.94 -0.247
H 1.88183 -6.27315 -4.18184 0.17 -0.10 -0.09 0.085
H 0.27936 -1.00431 2.80008 -0.34 0.15 0.18 0.095
H -3.00377 3.43559 -0.42351 -0.56 -0.22 0.05 0.075
H -2.51006 3.72156 -4.14621 0.23 -0.40 -0.13 0.112
H 1.72665 3.51967 0.30293 -0.12 0.12 -0.04 0.071
H 5.89405 2.93433 3.36100 -0.18 0.33 -0.13 0.080
H -1.40184 0.18213 3.18348 -0.19 0.39 -0.01 0.053
C -4.58020 3.80512 -4.05654 -1.57 -0.30 0.50 -0.068
H -7.46090 -0.40587 4.81331 0.00 -0.24 -0.09 0.080
H 3.41735 -6.69208 -1.95739 0.10 -0.44 -0.95 0.135
C 2.55056 -6.06022 -2.15110 -0.26 -2.60 2.71 -0.369
H -6.74415 0.74521 3.70240 -0.25 0.18 0.05 0.079
H 5.01931 2.06765 4.57227 -0.12 -0.16 0.02 0.080
O 5.26453 -0.48508 0.35056 0.46 -0.44 0.71 -0.474
H -2.27832 -4.55632 4.09285 0.17 -0.06 0.17 0.077
C -1.35315 -5.09755 3.89476 0.31 0.53 0.13 -0.103
H 1.41957 -7.55390 -3.07776 -0.46 0.14 0.07 0.095
N -1.61257 -1.76157 -0.37268 -1.16 -1.55 -0.08 0.305
H 0.61552 4.98743 0.08594 0.47 0.10 -0.28 0.075
H -1.89138 -2.07552 0.54590 0.03 -0.42 0.28 0.097
H 1.45544 -3.07922 0.45333 0.02 0.35 -0.33 0.051
S -3.67967 1.43277 -1.68245 -1.72 1.63 0.89 0.759
O 1.03019 -4.63592 2.92248 -0.63 0.72 -0.61 -0.278
O 0.11149 4.29112 -2.80601 2.58 -0.56 1.47 -0.309
H -1.57273 -6.01839 3.35445 0.24 0.25 -0.33 0.085
S 3.25400 -3.72809 -0.96329 -0.88 -3.39 1.49 0.743
C 0.93618 -0.81472 4.93889 -1.89 -0.27 -0.58 -0.036
O 3.52438 -2.34329 -1.32065 -0.08 -1.91 -0.85 -0.491
O 0.18168 -1.06613 -5.58553 1.06 1.66 0.60 -0.222
H -0.05474 -0.61911 5.34867 -0.21 -0.03 0.17 0.052
H 3.25565 -1.20070 1.91511 -0.17 -0.27 0.00 0.052
O 5.73221 0.33116 2.69279 0.54 -1.99 -1.15 -0.247
O -0.24680 0.33416 0.51288 -2.33 0.70 2.05 -0.062
C 1.54359 -6.47453 -3.16541 0.55 0.29 -1.40 -0.052
C -6.69668 0.36612 4.72326 -1.30 -1.07 -0.68 -0.064
O 2.41197 5.23625 -2.07696 -1.28 -2.82 -0.66 -0.286
H 0.13891 -2.68574 -4.24245 0.91 0.20 -0.36 0.120
C -2.73592 2.37905 -0.41487 0.14 0.00 -0.22 -0.086
H 2.38790 6.72823 -0.78090 -0.53 0.43 0.16 0.119
H 2.17910 7.14775 -3.80475 0.02 0.30 -0.05 0.079
H -1.35616 1.48305 -5.21644 0.32 -0.26 -0.23 0.078
H 3.65397 7.36411 -2.84812 -0.09 -0.04 0.12 0.078
S 0.89871 0.38657 -5.29716 -0.68 0.52 -2.95 0.711
O -0.99512 -3.61840 1.71231 1.71 -0.66 2.00 -0.334
H -4.76231 3.10292 -4.87008 0.19 0.05 -0.08 0.091
H -5.06967 -1.03857 4.25162 0.04 0.30 -0.40 0.121
C 0.87974 0.25792 -0.00863 -2.82 -1.93 -1.17 -1.144